{
  "formula": "C2H2N4O2",
  "method": "ωB97M-V/def2-TZVPD",
  "symbols": ["H", "N", "C", "O", "N", "N", "N", "C", "O", "H"],
  "positions_angstrom": [[2.07251, 0.10155, 0.04091], [1.67285, -0.88076, -0.38359], [0.41064, -1.00182, -0.47771], [-0.64447, -1.74354, -1.07613], [-1.83720, -1.24437, -0.65433], [-1.64249, -0.21144, 0.11653], [-0.40955, 0.18830, -0.02257], [0.06094, 1.37069, 0.62005], [1.17362, 1.63894, 0.47951], [-0.85684, 1.78245, 1.35733]],
  "lowdin_charge": [0.1319, 0.1406, -0.3040, -0.0001, 0.0405, 0.0401, -0.0625, -0.2720, 0.0906, 0.1949],
  "total_charge": 0,
  "homo_energy_ev": -9.98,
  "lumo_energy_ha": -0.009,
  "fmax_ha_per_bohr": 0.129,
  "relative_energy_kj_mol": 558.16
}